1.
{
  "formula": "C19H18Cl2CoN5S",
  "method": "the ωB97M-V functional and the def2-TZVPD basis",
  "elements": ["S", "H", "H", "H", "H", "Cl", "C", "H", "H", "C", "C", "Cl", "C", "C", "H", "C", "C", "H", "C", "N", "H", "C", "H", "N", "N", "H", "H", "C", "H", "H", "H", "C", "C", "H", "N", "C", "Co", "C", "H", "C", "N", "H", "C", "C", "C", "C"],
  "coordinates": [[1.16642, 0.21333, 1.78539], [0.89323, 3.02513, -0.68947], [-1.57004, 0.67873, -3.29558], [-2.34218, -3.80471, 2.21881], [-2.02564, 2.01618, 0.72715], [-2.21275, -0.15654, -1.16751], [0.41250, -3.86626, -0.50081], [-1.92548, 4.76245, 2.12228], [2.70723, 3.64122, -2.23039], [-2.43147, 0.86206, -2.66609], [0.29472, 1.39113, 2.66615], [-2.53083, 2.55442, -2.25230], [1.94224, -2.64676, -1.91795], [-1.05858, -2.63034, 0.99806], [-1.40194, -1.68576, 1.41253], [-0.05892, -2.64209, 0.00625], [1.83140, -0.09102, -1.74205], [3.40908, -0.47919, -3.15435], [-0.14873, -5.07205, -0.01559], [0.46495, -1.46515, -0.47129], [3.94371, 1.90264, -3.47273], [3.15043, 1.61850, -2.79507], [-0.72266, 2.90991, 0.29766], [-0.47577, 2.82237, 4.22739], [-0.66724, 2.18183, 2.15044], [-3.13484, 3.59791, 2.70142], [-1.55118, -5.96719, 1.30666], [-1.11626, 3.06323, 3.13469], [1.81419, -4.76920, -1.87318], [-2.29151, 4.64482, 3.84972], [0.21157, -6.01324, -0.41325], [2.45206, 2.59733, -2.10249], [2.84750, 0.27495, -2.61772], [2.72234, -2.61702, -2.66409], [-1.01091, 2.07384, 0.79776], [1.42342, 2.24857, -1.22565], [-0.16903, 0.21528, 0.06648], [-2.17968, 4.07455, 2.93070], [-3.35752, 0.51661, -3.10660], [1.12496, 0.91259, -1.08950], [0.38940, 1.79766, 3.91875], [1.02467, 1.45377, 4.62432], [-1.12443, -5.04507, 0.93666], [-1.57901, -3.81042, 1.45187], [1.42523, -1.45419, -1.38996], [1.43534, -3.83483, -1.47753]],
  "orbital_gap_ha": [0.2668, 0.2667],
  "charge": 2,
  "multiplicity": 1,
  "homo_ev": [-14.486, -14.486],
  "e_above_lowest_kj_mol": 18.6
}



2.
{
  "formula": "C19H18Cl2N2OPdS3",
  "method": "the ωB97M-V functional and the def2-TZVPD basis",
  "elements": ["H", "H", "H", "C", "H", "C", "C", "H", "C", "O", "C", "H", "Cl", "H", "C", "N", "S", "S", "C", "S", "C", "C", "H", "C", "C", "C", "H", "C", "H", "H", "H", "H", "H", "C", "H", "C", "C", "C", "C", "Cl", "C", "H", "H", "H", "Pd", "N"],
  "coordinates": [[3.15064, -2.85377, -1.65623], [-3.35909, 3.04078, -2.62031], [-2.67567, 0.11703, -3.36383], [1.48061, -0.04290, 3.84407], [2.96736, 1.22751, 6.58566], [3.00523, -1.92905, -2.20774], [0.69864, 2.14621, 4.25652], [-1.04582, 0.40623, -3.98223], [2.57372, -0.82822, -1.28468], [2.26178, -1.07171, -0.13174], [-3.81671, -4.25085, 0.36420], [1.50921, 3.14097, 5.95204], [1.56237, -1.51358, 2.89299], [2.93746, -0.83190, 5.19114], [2.48361, 0.56121, -1.83905], [-1.40070, -6.54849, -0.76611], [0.09957, -3.14770, 0.14827], [-0.52028, 0.98093, 2.12550], [-1.85196, -5.56908, -0.36651], [-2.13434, -1.74910, 0.97975], [2.31030, 0.01437, 4.94851], [1.51676, 2.23150, 5.36810], [1.49422, 0.66008, -2.29372], [0.64320, 0.99913, 3.44901], [-1.94865, 0.89156, -3.60813], [-2.41263, -4.35229, 0.12602], [3.90870, -1.65455, -2.75224], [-0.63554, 2.85379, -2.75043], [2.21422, -2.07587, -2.94920], [-3.66120, 1.63186, -1.58997], [-2.72725, 2.99670, -0.96462], [-0.38636, 3.46238, -1.88074], [-2.35909, 1.51567, -4.40436], [2.32477, 1.16292, 5.71900], [0.28676, 2.43096, -3.15117], [-1.61393, -3.28325, 0.36622], [-1.63775, 1.75404, -2.37915], [-2.92875, 2.39576, -1.85172], [-0.66362, 0.18805, -0.43877], [-0.30458, 3.50676, 3.87824], [-1.08144, 0.90365, -1.31235], [-1.06902, 3.50079, -3.51535], [3.23528, 0.74381, -2.60528], [2.55160, 1.29298, -1.03740], [-0.03681, -0.94015, 0.96370], [-4.94485, -4.11517, 0.54412]],
  "orbital_gap_ha": 0.2338,
  "multiplicity": 1,
  "homo_ev": -8.568
}



3.
{
  "formula": "C19H18ClF3N2O3S2",
  "method": "the ωB97M-V functional and the def2-TZVPD basis",
  "elements": ["H", "H", "C", "H", "H", "F", "O", "H", "C", "C", "S", "C", "C", "H", "H", "N", "C", "H", "C", "C", "C", "H", "C", "H", "C", "H", "H", "F", "C", "F", "H", "N", "S", "C", "C", "C", "H", "C", "C", "Cl", "C", "O", "H", "H", "H", "C", "H", "O"],
  "coordinates": [[-0.36291, -4.30350, 2.26332], [1.68403, 1.23968, -3.34688], [-1.00447, -0.61878, -2.53290], [-4.42854, 1.91779, -1.22435], [0.61913, -3.77497, 0.88561], [-1.60058, -2.19777, -0.87548], [1.24631, -1.51223, -0.33200], [-1.55508, 3.79914, -0.28086], [0.43453, -3.63369, 1.95007], [-0.29462, 1.99217, -3.07236], [-2.79853, 3.00662, -2.67803], [-0.23356, 2.45071, 0.47990], [0.16368, 1.11712, 0.51058], [-0.41960, -2.02180, 3.14853], [-0.51521, -1.73771, 1.39274], [-1.49066, 2.83675, 0.03301], [2.26090, -2.39777, 2.98124], [3.36998, 1.45524, 1.50038], [-1.98074, 0.36806, -2.51122], [0.70636, 3.42798, 0.82797], [0.31671, -0.31855, -2.83010], [3.27360, -2.25229, 2.60977], [2.37048, 1.75479, 1.23248], [1.52408, -4.31070, 3.71009], [1.99233, 3.08742, 1.21105], [-0.02974, 3.01831, -3.27764], [2.69350, 3.86318, 1.47640], [-2.58386, -2.36101, -2.77378], [1.72738, -3.82833, 2.75438], [-0.52930, -2.94766, -2.58533], [2.44650, -4.43680, 2.21003], [1.37556, -1.49660, 2.25890], [1.94259, -0.93727, 0.78603], [-2.57618, 2.02577, -0.14065], [-3.60942, 2.62041, -1.07626], [1.45189, 0.78837, 0.87192], [2.22794, -2.12566, 4.04003], [-1.41113, -2.02523, -2.19424], [-1.61259, 1.68015, -2.76424], [0.25524, 5.09728, 0.74660], [0.08663, -2.16394, 2.18964], [3.37665, -0.98449, 0.78545], [-3.00442, 0.10600, -2.29246], [-4.00161, 3.56899, -0.71151], [1.05864, -1.09913, -2.82203], [0.66089, 0.99336, -3.11067], [-0.52341, 0.33944, 0.22614], [-2.69936, 0.93116, 0.35075]],
  "smiles": "O=C(CSc1cccc(C(F)(F)F)c1)Nc1cc(S(=O)(=O)N2CCCC2)ccc1Cl",
  "orbital_gap_ha": 0.3377,
  "multiplicity": 1,
  "homo_ev": -8.830
}



4.
{
  "formula": "C19H18ClN3O",
  "method": "the ωB97M-V functional and the def2-TZVPD basis",
  "elements": ["H", "C", "H", "H", "C", "C", "C", "C", "C", "C", "C", "H", "C", "C", "C", "H", "H", "C", "H", "C", "H", "N", "N", "C", "H", "H", "H", "O", "H", "H", "H", "C", "N", "H", "H", "C", "C", "C", "C", "H", "Cl", "H"],
  "coordinates": [[0.26916, 0.03739, -2.23169], [0.45592, -2.25838, 2.73065], [2.57232, -0.32339, -1.82385], [6.03968, -0.33140, 2.25267], [-0.41179, -1.23803, 0.77387], [-1.67930, -1.75959, 1.05698], [-1.88225, -0.79754, -0.84853], [-3.14694, 1.92934, -1.07909], [1.87563, -0.70033, -1.07421], [2.02989, -0.83822, 1.35067], [-2.44243, -0.25204, -2.15217], [-1.81728, -0.57634, -2.97480], [3.98019, 0.04902, 2.56785], [-1.88821, -2.52928, 2.18017], [0.69007, -1.44385, 1.59108], [1.72670, -1.73830, -1.19688], [-2.86161, -2.92200, 2.31075], [-0.81534, -2.75197, 3.06760], [1.25126, -2.55553, 3.38941], [0.52276, 0.04566, -1.21844], [3.97390, 0.99486, 2.05253], [-0.55204, -0.58139, -0.43090], [2.54451, -0.47756, 0.19847], [-2.18487, 3.36078, -3.33490], [5.06255, -1.81977, 2.43026], [-2.86149, 5.11650, -2.31357], [-3.53719, 1.40974, -0.19994], [2.66738, -0.55921, 2.56218], [-3.65801, 3.93771, -0.34371], [0.67792, 1.07894, -0.89157], [-1.91670, 3.86211, -4.25170], [-2.05129, 1.98079, -3.25806], [-2.59257, -1.43532, 0.07099], [-3.44477, -0.69229, -2.30891], [-1.50994, 1.46362, -4.05533], [-3.21900, 3.31505, -1.13722], [-2.54324, 1.26705, -2.17436], [-2.75648, 4.01996, -2.25062], [5.07677, -0.81378, 1.99542], [4.99609, -0.87443, 0.92509], [-0.92251, -3.83197, 4.44088], [4.28254, 0.23339, 3.60293]],
  "smiles": "CCOC1=NCCn2c(Cc3ccccc3)nc3cc(Cl)cc1c32",
  "orbital_gap_ha": 0.3255,
  "multiplicity": 1,
  "homo_ev": -8.527,
  "e_above_lowest_kj_mol": 53.7
}



5.
{
  "formula": "C19H18F3N3O",
  "method": "the ωB97M-V functional and the def2-TZVPD basis",
  "elements": ["N", "H", "H", "C", "H", "H", "C", "C", "H", "C", "N", "C", "C", "H", "H", "C", "H", "C", "C", "N", "C", "C", "H", "H", "C", "H", "H", "C", "H", "H", "H", "C", "H", "C", "F", "F", "C", "C", "C", "C", "H", "F", "H", "O"],
  "coordinates": [[1.46799, 2.69228, -1.27065], [0.66172, 0.63674, -2.13127], [3.22205, 3.79272, 2.81796], [0.29783, 0.20565, -1.18973], [2.10155, 3.57629, 0.76387], [1.87956, -1.02962, 0.96487], [3.38966, 0.56153, 4.18576], [1.95772, 0.61279, 2.28292], [0.24881, -0.46681, 1.40553], [4.53976, 2.70124, 4.92032], [2.08740, 2.61370, 0.82285], [3.70029, 1.88725, 4.00913], [-1.60358, -2.89568, -2.36694], [-1.41330, 1.48846, -1.68691], [-0.97895, 2.72506, 0.21091], [-1.09515, -1.63092, -1.95879], [-3.38349, -4.03986, -2.86082], [-1.61352, 2.12412, 0.82961], [3.09109, 2.69097, 2.94661], [1.20238, 0.59877, -0.15106], [1.58525, 1.88828, -0.27140], [-3.84548, -1.91587, -2.56236], [1.75811, 3.64291, -1.19736], [-3.96418, 0.15307, -1.96268], [-1.23459, 0.59750, -1.05974], [3.75842, -0.03027, 5.04263], [0.38567, -1.80353, -0.55350], [0.33152, -1.31063, -1.48307], [1.16790, -1.61636, -2.07612], [-4.90815, -1.95922, -2.62730], [-1.05686, -3.86604, -2.44728], [-2.98353, -3.05899, -2.60793], [-1.37596, 2.10572, 1.84770], [-3.36232, -0.66688, -2.10201], [4.59129, 2.16778, 6.17664], [4.24029, 3.96357, 5.04464], [2.61842, -0.09649, 3.27494], [1.26320, -0.11936, 1.12440], [2.40572, 1.98206, 2.02672], [-1.93060, -0.56567, -1.76568], [-2.52981, 2.65047, 0.85796], [5.74137, 2.70299, 4.37483], [2.55867, -1.18366, 3.37977], [-1.69036, 0.77775, 0.30580]],
  "smiles": "[H]/N=C1\\Nc2cc(C(F)(F)F)ccc2CN1[C@H]1Cc2ccccc2[C@H]1OC",
  "orbital_gap_ha": 0.3257,
  "multiplicity": 1,
  "homo_ev": -8.381,
  "e_above_lowest_kj_mol": 0.0
}